[1]
53
Properties=species:S:1:pos:R:3:forces:R:3:lowdin_charge:R:1 method="wB97M-V/def2-TZVPD" total_charge=-1 homo_ev=-3.60 gap_ev=4.906
C 7.0860 0.1780 -1.6133 0.0 0.0 0.0 -0.08
C 6.4172 1.4853 -2.0337 0.2 0.1 -0.1 -0.29
O 5.0770 1.5603 -1.6312 -0.4 0.0 0.5 -0.06
B 4.0495 0.8472 -2.2958 0.4 0.4 -0.5 -1.14
O 4.5147 0.3340 -3.5578 0.1 0.2 0.3 0.05
N 2.7074 0.7645 -1.8736 0.5 -0.8 -0.2 -0.45
I 2.7198 -0.0795 -0.0171 -0.3 0.3 0.2 0.68
H 7.9192 -0.0760 -2.2742 0.0 0.0 0.0 0.07
H 6.3628 -0.6380 -1.6557 0.0 0.0 0.0 0.08
H 7.4781 0.2439 -0.5968 -0.2 -0.1 0.0 0.01
H 6.9314 2.3245 -1.5511 0.0 0.0 0.0 0.10
H 6.5044 1.6302 -3.1140 0.0 -0.1 0.0 0.11
H 4.3153 -0.6008 -3.6015 -0.4 -0.1 -0.2 0.05
C 5.5118 1.4599 3.5196 0.0 0.0 0.1 -2.05
Cl 7.0740 0.8369 4.1078 0.0 0.0 -0.1 0.48
Cl 4.2233 0.4119 4.1412 0.0 0.0 0.0 0.50
Cl 5.2809 3.0951 4.1710 0.0 0.0 0.0 0.50
Cl 5.4705 1.4837 1.7827 0.1 0.1 -0.1 0.53
C -1.1508 -1.5844 2.0695 -0.1 0.0 0.0 -2.03
Cl -1.2531 -3.3357 1.8276 0.1 0.1 -0.1 0.51
Cl 0.3995 -1.1679 2.7807 0.0 0.0 0.1 0.51
Cl -1.3473 -0.7297 0.5433 0.2 0.0 -0.1 0.50
Cl -2.4715 -1.0906 3.1504 0.0 0.0 0.1 0.47
C -6.3485 0.4911 3.6360 -0.1 0.0 0.0 -2.05
Cl -7.2623 1.8237 4.3645 0.0 0.0 0.0 0.51
Cl -5.2615 -0.1923 4.8469 0.0 0.0 0.0 0.52
Cl -7.4807 -0.7469 3.0837 0.1 0.0 0.1 0.51
Cl -5.4267 1.0973 2.2647 0.0 0.0 0.0 0.52
C -10.3768 -1.0895 -0.4282 0.0 0.0 -0.1 -2.05
Cl -11.6481 -1.2128 0.7947 0.0 0.0 0.0 0.52
Cl -9.6480 -2.6755 -0.6860 -0.1 -0.1 0.0 0.51
Cl -11.0841 -0.5222 -1.9495 0.0 0.0 0.0 0.52
Cl -9.1506 0.0491 0.1086 0.0 0.0 0.0 0.49
C -4.7281 -3.6228 -1.6030 0.0 0.0 0.0 -2.05
Cl -4.2188 -5.2548 -1.1579 0.0 0.0 0.0 0.53
Cl -3.6021 -2.4532 -0.9329 -0.1 0.0 0.0 0.48
Cl -4.7722 -3.4854 -3.3629 0.0 0.0 0.0 0.53
Cl -6.3462 -3.3050 -0.9516 0.0 0.0 0.0 0.49
C 1.0618 -3.3792 -2.2682 0.1 0.2 -0.3 -2.04
Cl 1.7240 -3.8531 -0.7070 0.0 -0.1 0.1 0.49
Cl 1.3864 -4.6685 -3.4529 0.0 -0.1 0.0 0.48
Cl -0.6855 -3.1617 -2.1178 -0.1 -0.2 0.0 0.46
Cl 1.7625 -1.8602 -2.7993 0.0 0.1 0.2 0.55
C -9.0594 4.3765 -0.1489 0.0 0.0 0.0 -2.06
Cl -9.8515 5.6568 0.7796 0.0 0.0 0.0 0.52
Cl -8.0411 3.4193 0.9301 0.0 0.0 0.0 0.50
Cl -10.2875 3.3434 -0.8842 0.0 0.0 0.0 0.51
Cl -8.0618 5.0968 -1.4122 0.0 0.0 0.0 0.53
C 10.7082 1.7541 0.3577 0.1 0.0 -0.1 -2.05
Cl 11.6201 2.9415 1.3077 0.0 0.0 0.0 0.51
Cl 11.6909 0.2918 0.1704 0.0 0.0 0.0 0.51
Cl 9.2096 1.3606 1.1763 0.0 0.1 0.2 0.54
Cl 10.3579 2.4283 -1.2364 0.0 0.0 0.0 0.53

***

[2]
26
Properties=species:S:1:pos:R:3:forces:R:3:mulliken_spin:R:1 method="wB97M-V/def2-TZVPD" total_charge=+4 spin_multiplicity=6 homo_ev="-22.02 / -23.63" gap_ev="6.646 / 4.912" relative_energy_kj_mol=19.95
Ga 0.5569 2.2230 0.3060 0.3 1.0 -0.7 0.34
Ru -0.3542 0.0527 -0.5078 -2.2 2.0 -4.3 1.76
Cl 1.0922 2.2660 -1.9373 -0.8 -0.5 1.6 0.19
Cl -2.4523 0.0939 -1.4660 1.6 -0.4 0.8 0.45
C -0.8664 -0.5217 1.1005 -3.0 -3.9 7.7 0.00
C 1.4784 3.8787 1.2880 1.3 5.9 2.3 0.06
C -1.5594 2.4306 0.3670 -5.8 2.5 -0.9 0.05
O -1.2867 -0.9970 2.0976 2.2 2.7 -5.0 0.01
O 1.8309 4.8753 1.7587 -1.6 -5.3 -2.3 0.00
O -2.6817 2.6421 0.2094 4.9 -1.0 1.0 0.03
N 2.8464 0.2803 0.8622 0.2 -1.5 -1.8 0.27
C 2.6067 -0.7102 0.0005 0.0 0.8 1.3 -0.07
N 1.4271 -0.9082 -0.6097 0.4 -2.4 -1.6 0.21
C 1.4334 -2.0468 -1.4381 0.8 2.2 1.9 0.31
C 0.3717 -2.4874 -2.2392 -0.6 0.6 0.2 0.23
C 0.5554 -3.6611 -2.9874 -0.7 0.1 -0.4 0.16
C 1.7527 -4.3677 -2.9108 -0.4 -0.7 -0.6 0.22
C 2.8174 -3.9041 -2.1330 1.2 -0.8 0.0 0.20
C 2.6603 -2.7511 -1.3804 0.9 1.7 1.5 0.20
S 3.7996 -1.9588 -0.3023 -0.4 -1.2 -1.2 0.30
H 3.7854 0.3711 1.2053 0.7 0.2 0.6 -0.01
H 2.2355 1.1121 0.9081 0.2 -0.9 0.3 0.13
H -0.5614 -1.8801 -2.2286 0.5 -0.8 -0.4 -0.03
H -0.2674 -3.9941 -3.6295 0.3 -0.1 0.2 0.00
H 1.8569 -5.3002 -3.4699 0.1 0.2 0.1 0.00
H 3.7726 -4.4127 -2.0977 0.0 -0.4 -0.2 -0.01

***

[3]
29
Properties=species:S:1:pos:R:3:forces:R:3:lowdin_charge:R:1 method="wB97M-V/def2-TZVPD" total_charge=-1 homo_ev=-5.29 gap_ev=7.705 relative_energy_kj_mol=0.00
Ta 0.3316 -0.9076 0.8506 -0.2 -0.6 0.2 1.35
N 0.4569 1.6152 0.5957 0.2 0.0 0.0 -0.03
C 1.7698 1.7800 -0.0697 -0.2 0.0 0.0 -0.16
C 2.7725 1.0045 0.7645 0.0 -0.3 0.3 -0.53
O 3.8044 1.5201 1.1660 0.0 0.0 -0.1 0.04
N 2.3256 -0.2495 1.0703 0.0 0.1 0.1 -0.14
C 2.8552 -0.8364 2.3049 0.0 0.1 -0.1 -0.15
C 1.7497 -0.8233 3.3705 -0.8 0.1 -0.5 -0.57
O 1.9325 -0.9513 4.5465 0.1 0.0 0.1 0.09
O 0.5187 -0.6671 2.8158 0.5 0.2 0.6 -0.26
H -0.2961 2.0072 0.0433 0.0 -0.1 -0.1 0.10
H 0.4537 2.0852 1.4952 0.0 0.0 0.0 0.11
H 2.1032 2.8115 -0.1506 0.0 0.1 0.0 0.11
H 1.6835 1.3327 -1.0592 0.0 0.0 -0.1 0.11
H 3.7157 -0.2810 2.6700 0.1 0.0 0.0 0.12
H 3.1303 -1.8808 2.1496 0.0 0.0 0.0 0.10
Cl -5.4747 -0.2036 -2.7041 0.1 0.0 0.0 0.64
C -3.7988 -0.2982 -2.2729 -0.2 0.0 0.1 -0.70
C -2.8190 -0.2834 -3.2537 0.1 0.0 -0.1 -0.70
Cl -3.2554 -0.1658 -4.9268 0.0 0.0 0.1 0.64
C -1.4641 -0.3575 -2.8976 -0.1 0.1 -0.2 -0.61
Cl -0.2005 -0.3236 -4.0787 -0.1 0.0 0.1 0.69
C -1.1161 -0.4407 -1.5659 0.5 0.0 0.3 -0.38
O 0.1344 -0.4992 -1.1040 -0.2 0.2 -0.8 -0.31
C -2.1103 -0.4566 -0.5674 0.0 0.0 0.5 -0.38
O -1.6644 -0.5208 0.6925 0.2 0.0 -0.3 -0.26
C -3.4432 -0.3842 -0.9193 -0.1 0.0 0.0 -0.61
Cl -4.6244 -0.4014 0.3430 0.0 0.0 -0.1 0.70
Se 0.5292 -3.2246 0.6912 0.1 0.1 0.0 0.03

***

[4]
116
Properties=species:S:1:pos:R:3:forces:R:3:lowdin_charge:R:1 method="wB97M-V/def2-TZVPD" total_charge=-1 homo_ev=-5.62 gap_ev=6.866
C -0.7720 5.6487 1.3232 0.8 -0.3 0.3 -0.12
O -0.8024 4.3045 0.8940 -0.5 0.5 -0.1 -0.19
C -2.0708 3.6887 1.1085 0.4 -0.7 -0.4 -0.22
C -2.2556 2.5922 0.0648 -0.7 -0.2 0.2 -0.16
C -3.0083 1.3667 0.6199 0.6 0.4 0.7 -0.19
C -2.0974 0.1664 0.8633 -0.9 -0.3 -1.1 -0.21
C -1.9339 -0.7285 -0.3863 0.6 -0.2 1.0 -0.20
C -0.4528 -1.0387 -0.5671 -0.5 0.3 -1.0 -0.21
C -0.1716 -1.9302 -1.7865 0.8 -0.6 1.3 -0.18
C 0.3133 -3.3264 -1.3401 -0.8 0.0 -0.6 -0.24
C 1.1232 -4.0223 -2.4331 -0.1 0.5 1.0 -0.24
S 2.8926 -3.9012 -2.1945 -0.1 -0.1 -0.3 0.52
O 3.4676 -3.7964 -3.5133 0.2 0.3 -0.4 -0.36
O 3.2832 -5.0766 -1.4546 0.0 -0.4 0.6 -0.35
N 3.0650 -2.5582 -1.2878 0.4 -0.3 -0.4 -0.35
S 4.5567 -2.1013 -1.0629 -0.1 -1.1 0.0 0.19
O 5.5748 -2.9965 -1.5226 0.3 -0.3 -0.7 -0.38
O 4.7565 -1.7124 0.3080 -0.4 1.3 0.8 -0.39
S 4.8064 -0.3411 -2.2118 0.1 0.5 0.2 0.55
H -1.3677 5.7983 2.2239 -0.3 0.1 -0.1 0.06
H 0.2591 5.8499 1.6098 0.2 0.1 0.0 0.08
H -1.0194 6.3431 0.5177 -0.4 0.1 0.0 0.08
H -2.8919 4.4038 1.0237 0.0 0.3 0.2 0.11
H -2.0795 3.2487 2.1065 -0.1 0.1 0.2 0.11
H -2.8741 2.9742 -0.7406 0.5 0.2 -0.3 0.07
H -1.2653 2.3256 -0.2887 0.1 -0.2 -0.3 0.12
H -3.8552 1.1355 -0.0208 -0.1 -0.3 -0.1 0.09
H -3.4159 1.6521 1.5919 -0.3 0.1 0.0 0.10
H -2.5318 -0.4115 1.6705 0.2 -0.2 0.2 0.09
H -1.1112 0.5149 1.1399 0.1 0.1 0.4 0.09
H -2.4284 -1.6778 -0.1995 -0.4 0.0 -0.2 0.09
H -2.3548 -0.2740 -1.2769 0.0 0.1 -0.2 0.08
H -0.0882 -1.5066 0.3440 0.1 -0.1 0.1 0.11
H 0.1029 -0.1128 -0.6887 -0.1 0.0 0.1 0.07
H 0.6255 -1.4846 -2.3765 -0.1 0.2 -0.3 0.10
H -1.0825 -2.1055 -2.3524 -0.1 0.3 -0.4 0.11
H 0.8262 -3.2919 -0.3870 0.4 0.1 0.0 0.10
H -0.5838 -3.9181 -1.1863 0.0 -0.2 0.2 0.07
H 0.8708 -3.6045 -3.3982 0.1 0.1 -0.3 0.09
H 0.9151 -5.0836 -2.4230 0.2 -0.3 -0.2 0.09
H 5.2299 -0.9460 -3.3311 -0.2 -0.3 0.1 -0.17
O 1.9334 0.8415 -0.6336 0.2 -0.2 0.2 -0.08
H 1.9084 1.4688 0.0972 0.0 0.3 -0.2 0.01
H 2.8657 0.8091 -0.8775 -0.1 0.0 -0.1 -0.03
O -4.8117 -2.2046 0.0212 -0.3 -0.1 -0.3 -0.04
H -5.4747 -1.5509 -0.2275 0.1 0.1 0.2 0.04
H -5.3243 -2.9782 0.2822 0.1 0.0 0.1 0.05
O -2.3103 -5.2358 -0.8817 -0.1 0.3 0.1 -0.08
H -3.2004 -5.2628 -1.2437 0.1 -0.1 0.0 0.02
H -2.0297 -6.1596 -0.8642 0.0 0.1 0.1 -0.01
O -1.3369 0.7003 3.6058 -0.2 0.2 0.6 -0.04
H -0.4432 0.4364 3.8544 0.0 -0.1 -0.1 0.07
H -1.6335 1.2389 4.3496 0.3 0.2 -0.1 0.05
O 2.5325 3.5209 -0.1327 0.1 0.2 0.4 -0.05
H 1.9101 4.2544 -0.1107 0.0 -0.1 0.0 0.01
H 3.3139 3.8895 -0.5566 0.0 -0.1 0.0 0.05
O -2.7022 5.5955 4.3214 0.0 0.1 0.1 -0.05
H -2.0971 6.0767 4.8959 0.0 -0.1 0.0 0.04
H -3.5259 6.0913 4.3759 0.0 -0.1 0.0 0.04
O -4.1218 4.6779 -1.5250 -0.3 0.3 0.0 -0.04
H -3.5433 4.8231 -2.2794 0.1 0.0 -0.3 0.02
H -3.8095 5.3004 -0.8603 0.0 -0.1 0.0 0.04
O -1.8240 1.0314 -3.3779 -0.4 -0.1 0.0 -0.06
H -2.1916 1.7734 -3.8732 0.2 0.0 0.0 0.00
H -1.1805 0.6502 -3.9850 0.1 0.0 0.1 0.04
O 6.5705 -0.6912 2.4969 -0.1 0.0 0.0 -0.06
H 6.0168 -0.9175 1.7335 -0.1 -0.2 -0.3 0.02
H 7.0537 -1.5036 2.6926 0.1 0.1 0.2 0.04
O 1.5754 5.0839 -2.2394 -0.2 0.2 -0.3 -0.05
H 0.8304 4.4713 -2.2458 0.1 -0.1 0.2 0.04
H 1.6474 5.3964 -3.1468 0.0 0.0 0.1 0.04
O -0.6466 2.5828 -5.2910 0.2 0.2 -0.3 -0.05
H -0.0705 2.7749 -6.0381 0.0 -0.1 0.0 0.05
H -0.3266 3.1511 -4.5826 0.0 -0.1 0.1 0.04
O 8.9869 1.3054 2.5623 0.4 0.0 0.3 -0.07
H 9.5871 0.7734 2.0329 -0.1 0.0 0.0 0.03
H 8.1403 0.8410 2.5352 0.1 0.0 -0.2 -0.02
O 6.3856 2.1154 1.6165 -0.1 0.2 0.0 -0.06
H 6.2511 1.2590 2.0391 -0.2 0.0 -0.1 -0.02
H 6.2756 2.7477 2.3329 -0.1 0.0 -0.1 0.04
O 3.8089 0.8441 3.0754 -0.1 -0.2 0.1 -0.06
H 3.2853 0.5376 2.3259 0.1 0.0 -0.1 0.03
H 4.4350 0.1252 3.2302 0.0 0.0 -0.1 0.01
O -0.3608 -7.0551 0.6872 -0.2 0.0 -0.1 -0.06
H -0.3937 -6.4772 1.4553 0.0 0.1 -0.1 0.04
H 0.5456 -6.9613 0.3631 0.1 -0.1 0.2 0.01
O 2.5088 -7.3526 1.0948 0.3 0.1 0.1 -0.05
H 2.7288 -7.4917 2.0210 -0.1 0.0 0.0 0.04
H 3.1470 -6.6929 0.7901 -0.1 0.1 -0.3 0.04
O 8.0841 -2.3352 4.7106 -0.1 0.0 0.0 -0.06
H 8.9596 -2.3127 5.1169 0.0 -0.1 0.0 0.02
H 7.5093 -1.9148 5.3586 0.0 0.1 -0.1 0.05
O -2.8400 -7.5553 -2.1385 -0.3 -0.4 -0.3 -0.04
H -3.5567 -8.1978 -2.1544 0.1 0.0 0.1 0.05
H -2.8158 -7.1994 -3.0335 0.1 0.1 0.1 0.05
O -6.4040 2.4766 -1.4112 -0.1 0.2 0.0 -0.06
H -6.0793 1.6833 -1.8471 0.0 0.1 0.1 0.02
H -5.6979 3.1199 -1.5581 0.2 0.1 0.0 0.00
O -3.2282 4.6863 -4.4680 -0.1 0.2 0.0 -0.05
H -3.2125 5.0508 -5.3579 0.1 0.0 0.1 0.04
H -4.0311 4.1527 -4.4331 0.2 -0.2 0.1 0.01
O 9.8621 -3.7733 6.4749 0.1 -0.1 0.0 -0.06
H 10.4040 -4.3711 5.9488 0.0 0.0 0.0 0.05
H 8.9835 -4.1695 6.4527 0.0 0.1 -0.1 0.04
O -3.9890 -0.1592 4.8844 0.0 0.2 0.1 -0.06
H -4.5725 0.6016 4.7986 0.0 -0.1 -0.1 0.03
H -3.1573 0.1266 4.4834 -0.1 -0.4 -0.2 -0.01
O -7.6296 3.0811 1.2612 0.0 0.3 0.0 -0.07
H -7.7408 3.9670 1.6193 0.0 -0.1 0.0 0.02
H -7.2784 3.2194 0.3700 0.1 -0.4 0.0 -0.01
O -6.1188 -3.0490 -2.9374 0.0 0.2 0.1 -0.06
H -5.5044 -2.5933 -2.3458 0.1 -0.2 0.0 0.01
H -6.9298 -2.5334 -2.8822 0.0 -0.1 0.0 0.03
O -4.5436 2.0908 -3.7740 -0.3 -0.3 -0.1 -0.05
H -5.2537 2.0095 -4.4209 0.0 -0.1 0.1 0.06
H -4.2587 1.1773 -3.6123 0.3 0.2 0.0 0.05

***

Q: Which energy values were calculated for the entries above? A: -15638.6016; -4056.2220; -5169.9302; -3930.7083, in Ha.